82
Properties=species:S:1:pos:R:3:forces:R:3 method="wB97M-V/def2-TZVPD" multiplicity=1 charge=0 orbital_gap_ha=0.0443 lumo_ev=-6.3
C -2.235846 4.386671 0.977269 0.4 1.7 2.6
N -2.223589 4.041934 -0.495074 -2.3 1.1 -0.7
C -1.000781 4.319738 -1.339522 3.2 1.4 -1.8
O 0.187734 3.520415 -1.004975 -4.1 0.0 -3.3
N 0.856917 4.011867 0.052380 0.7 -3.2 5.0
O 1.045400 3.010546 0.767588 0.4 3.8 -1.9
C -3.208720 5.092155 -1.050701 -2.7 3.3 -2.5
C -4.767859 4.499768 -1.105142 1.4 -0.3 1.1
C -5.800218 5.337149 -2.068709 2.1 0.9 -1.2
O -7.127795 4.722041 -2.223100 -0.2 0.5 4.4
C -7.852466 4.626926 -0.943888 -2.0 0.0 -1.6
F -7.750412 3.224692 -0.470347 -0.3 5.0 -0.9
F -7.482159 5.651669 0.061436 -1.0 -3.9 -3.1
F -9.302746 4.887724 -1.278294 5.1 -1.1 1.5
C -4.354987 2.948015 -1.570200 -1.4 2.4 0.6
O -4.086679 3.005906 -3.027754 -0.8 -1.5 1.7
C -2.982245 2.742752 -0.642710 -2.2 -3.7 0.8
C -2.198337 1.360738 -1.044636 0.4 0.1 -0.6
P -3.132702 -0.167196 -0.279176 -2.7 -1.7 -0.2
O -4.705137 -0.004850 -0.308897 4.7 0.6 0.6
O -2.609266 -0.432982 1.388917 -1.0 1.8 -3.0
O -2.676917 -1.559390 -1.222398 -0.8 3.1 1.1
H -3.351939 4.624693 1.326587 2.4 -0.7 -1.1
H -1.845650 3.544913 1.690431 -0.3 1.6 -1.8
H -1.649450 5.408419 1.093217 -0.9 -2.4 0.0
H -1.239040 4.169635 -2.499349 0.3 -0.2 2.9
H -0.707019 5.458744 -1.223232 -0.7 -2.3 0.1
H -3.056804 5.363712 -2.202911 0.4 -1.1 2.4
H -3.079382 6.155948 -0.525364 -0.2 -2.7 -0.8
H -5.195986 4.494044 -0.009304 0.7 -0.2 -2.1
H -5.893622 6.490121 -1.784964 0.1 -2.7 -0.2
H -5.309622 5.335981 -3.156833 -1.4 -0.2 2.3
H -5.325462 2.363848 -1.229530 2.6 0.2 -0.9
H -4.567466 2.273946 -3.516892 0.7 1.1 1.1
H -3.353957 2.544030 0.474249 0.4 0.4 -2.6
H -1.099461 1.277412 -0.644101 -2.0 0.4 -0.9
H -2.259959 1.228563 -2.229412 0.3 0.2 2.6
H -2.975200 0.352264 1.921535 0.5 -1.7 -1.2
H -3.063074 -1.501915 -2.161419 0.4 0.2 1.9
C 3.359539 0.721202 0.161233 0.1 2.1 -1.5
Cl 2.074853 0.091613 -0.884106 0.2 -0.1 0.4
Cl 3.737686 -0.436603 1.448132 0.6 -1.5 1.6
Cl 4.808972 1.091140 -0.788403 -0.6 -0.4 0.8
H 3.005219 1.646166 0.623345 0.1 -0.3 0.0
C -2.089919 -2.664070 -5.680325 0.1 -0.1 0.0
C -3.581870 -2.404433 -5.648374 0.3 -0.1 -0.3
O -3.833979 -1.077229 -5.210914 0.0 0.7 0.2
H -1.652338 -2.516309 -4.687612 -0.1 -0.1 -0.1
H -1.878696 -3.684678 -6.011306 0.1 0.1 0.0
H -1.589211 -1.963340 -6.356393 0.0 -0.1 0.0
H -4.075282 -3.092067 -4.955201 -0.1 0.3 0.0
H -4.024703 -2.537394 -6.640159 0.0 -0.2 0.0
H -3.398719 -0.474330 -5.837718 -0.2 -0.4 0.3
B 8.197274 0.165763 1.015155 0.7 -0.1 -0.2
F 9.558643 -0.048246 1.478179 -1.8 0.3 -0.5
F 7.545881 -1.118553 0.815106 0.4 1.3 0.3
F 7.462484 0.932348 2.008156 0.4 -0.8 -0.9
F 8.221986 0.897472 -0.240956 -0.2 -0.8 1.4
F 2.497254 5.653688 0.890990 -0.3 -0.2 -0.1
Be 3.697254 -0.656482 3.855397 1.8 -2.7 -0.4
C 6.328906 -3.797303 5.500134 0.8 0.5 1.1
C 5.266236 -3.602058 4.700620 -0.6 -1.7 0.1
C 4.628371 -4.899657 4.213650 1.5 -1.5 0.0
O 3.601219 -4.957424 3.530195 -0.7 1.3 0.1
C 5.283136 -6.184330 4.575854 -4.2 0.7 -1.6
C 6.354294 -6.378983 5.365133 4.6 -2.3 3.1
C 6.927463 -5.085891 5.938851 1.6 1.2 1.1
O 7.862755 -5.035441 6.743695 -1.7 -0.6 -1.4
O 6.912795 -7.476427 5.673968 -1.7 2.4 -1.0
O 4.756764 -2.500656 4.328438 -1.9 4.0 -1.5
H 6.843350 -2.933017 5.905209 0.0 0.0 0.0
H 4.801755 -7.046591 4.129012 2.7 0.8 0.6
Mg 3.097254 -4.991482 6.350397 0.9 0.1 -0.3
C 3.980255 -5.767192 0.316317 -0.1 0.7 -0.5
C 4.734146 -7.074444 0.488866 0.7 0.0 -1.3
O 5.442934 -7.422265 -0.496222 -0.9 0.0 1.7
O 4.553966 -7.646963 1.600067 0.1 -0.4 0.2
H 4.176480 -5.320740 -0.663254 0.0 -0.1 0.2
H 2.904386 -5.944469 0.406130 0.0 0.0 0.1
H 4.288608 -5.056079 1.088543 -0.1 -0.1 0.0
K 3.097254 -7.342629 3.623993 -2.7 -1.6 -1.6
Cl -6.502746 -0.872259 -1.168600 -0.4 -0.3 -0.4